Entry one
A molecular structure, C5H5N5. Source: OMol25; level of theory: wB97M-V/def2-TZVPD.

XYZ file:
```
15
Properties=species:S:1:pos:R:3:nbo_charge:R:1
N 1.325 1.845 -0.015 -0.17
N -2.068 0.462 -0.049 -0.60
N 2.121 -1.560 -0.090 -0.88
N -0.974 -1.544 -0.051 -0.41
N 1.905 0.764 -0.018 -0.23
C -0.019 -0.442 -0.066 0.04
C 1.299 -0.406 0.020 0.31
C -0.076 1.904 0.022 -0.09
C -0.751 0.749 0.026 0.08
C -2.004 -0.906 -0.032 0.29
H -2.672 1.372 -0.277 0.46
H -0.459 3.002 -0.028 0.21
H 2.322 -2.243 0.884 0.39
H 3.203 -1.625 -0.586 0.42
H -3.151 -1.373 0.260 0.17
```

The HOMO energy is -8.61 eV.



Entry two
C5H5N5 in the gas phase. Source: OMol25; level of theory: wB97M-V/def2-TZVPD.

XYZ file:
```
15
Properties=species:S:1:pos:R:3:nbo_charge:R:1
N 1.332 -1.989 -0.832 -0.52
N 3.961 -0.200 0.680 -0.24
N 1.648 2.779 -0.584 -0.28
N -3.023 -0.102 0.108 -0.82
N -0.789 0.045 -0.521 -0.53
C 1.185 1.677 -0.415 0.25
C 0.583 0.362 -0.075 -0.21
C 1.600 -0.857 -0.318 0.20
C -1.696 0.075 0.395 0.31
C 2.951 -0.488 0.139 0.21
H -3.628 0.003 0.966 0.40
H 0.322 -2.082 -1.251 0.38
H 0.624 0.487 1.096 0.23
H -1.487 0.086 1.593 0.16
H -3.583 0.205 -0.982 0.44
```

The HOMO energy is -10.30 eV. The SMILES is [H]/N=C(/C#N)[C@@H](C#N)/N=C/N.



Most favorable structure: entry two. The second most favorable one is 54.7 kJ/mol above it.



Entry one
4 unconnected molecules or ions with the total composition CH9NO3. Source: OMol25; level of theory: wB97M-V/def2-TZVPD.

XYZ file:
```
14
Properties=species:S:1:pos:R:3:nbo_charge:R:1
O -0.850 -2.014 0.880 -0.97
O 1.422 0.475 -1.561 -0.95
O 0.228 -1.997 -1.831 -1.00
N 0.211 1.485 1.265 -0.64
C -0.571 2.301 1.813 -0.03
H -1.714 -2.126 0.473 0.47
H -1.443 1.997 2.400 0.15
H 0.231 -2.394 -2.712 0.48
H -0.078 0.518 1.406 0.36
H -0.213 -2.069 0.146 0.50
H 0.763 -1.183 -1.822 0.50
H 0.762 1.179 -1.585 0.49
H 1.641 0.460 -0.618 0.49
H -0.389 3.368 1.745 0.16
```

The HOMO energy is -10.44 eV. The SMILES is C=N.O.O.O.



Entry two
4 unconnected molecules or ions with the total composition CH9NO3. Source: OMol25; level of theory: wB97M-V/def2-TZVPD.

XYZ file:
```
14
Properties=species:S:1:pos:R:3:nbo_charge:R:1
O 1.129 0.891 -2.038 -0.93
O -0.887 -1.513 0.983 -0.95
O 2.509 -3.253 -2.635 -0.93
N -1.272 1.443 2.365 -0.62
C -1.482 2.360 1.522 -0.03
H -0.531 -0.774 1.497 0.48
H 3.145 -3.601 -1.999 0.46
H 0.250 1.288 -2.057 0.46
H -1.807 -1.637 1.228 0.47
H 2.974 -2.460 -2.931 0.47
H -2.346 3.012 1.566 0.15
H -2.128 1.169 2.848 0.34
H -0.689 2.574 0.806 0.16
H 1.135 0.501 -1.154 0.47
```

The HOMO energy is -10.66 eV. The SMILES is C=N.O.O.O.



Most favorable structure: entry one. The second most favorable one is 69.3 kJ/mol above it.



Entry one
2 unconnected molecules or ions with the total composition C2H6O2P. Source: OMol25; level of theory: wB97M-V/def2-TZVPD.

XYZ file:
```
11
Properties=species:S:1:pos:R:3:nbo_charge:R:1
P 1.911 0.132 0.477 1.32
O -0.713 0.889 -0.169 -0.98
O 2.578 0.764 -0.631 -1.08
C -1.969 1.225 0.192 -0.22
C 1.318 -1.589 -0.161 -1.05
H -1.861 1.565 1.227 0.11
H 2.191 -1.945 -0.673 0.22
H -2.590 0.276 0.105 0.09
H 0.969 -2.004 0.729 0.20
H 0.445 -1.293 -0.599 0.27
H -2.277 1.980 -0.496 0.12
```

Its charge is -1. The HOMO energy is -2.65 eV.



Entry two
A gas-phase ion, C2H6O2P (charge -1). Source: OMol25; level of theory: wB97M-V/def2-TZVPD.

XYZ file:
```
11
Properties=species:S:1:pos:R:3:nbo_charge:R:1
P -0.510 1.787 0.883 1.98
O -1.368 2.731 0.153 -1.21
O -0.959 1.310 2.250 -1.19
C 0.032 -0.967 0.146 -0.62
C -0.389 0.361 -0.422 -0.75
H -0.189 -1.606 -0.721 0.18
H -0.750 -1.373 0.811 0.22
H 0.788 2.650 1.174 -0.23
H -1.408 0.473 -1.062 0.23
H 1.067 -1.003 0.350 0.20
H 0.449 0.568 -1.105 0.19
```

Its charge is -1. The HOMO energy is -4.14 eV. The SMILES is CC[P@@H](=O)[O-].



Most favorable structure: entry two. The second most favorable one is 293.1 kJ/mol above it.



Entry one
C7H8O in the gas phase. Source: OMol25; level of theory: wB97M-V/def2-TZVPD.

XYZ file:
```
16
Properties=species:S:1:pos:R:3:nbo_charge:R:1
O 0.747 -1.430 -0.280 -0.52
C 1.529 -0.614 0.390 0.16
C -1.323 0.624 0.804 -0.52
C 0.638 1.344 -0.663 -0.26
C -1.636 -0.633 0.031 -0.26
C -0.709 1.553 -0.329 -0.15
C 1.561 0.634 0.298 -0.36
C -0.721 -1.420 -0.375 0.12
H -1.167 -2.344 -0.782 0.21
H -2.177 1.129 1.268 0.23
H -2.790 -1.112 0.080 0.24
H -1.271 2.107 -1.008 0.20
H 1.035 2.014 -1.577 0.23
H -0.291 0.538 1.386 0.25
H 2.646 -1.106 0.710 0.19
H 2.002 1.293 1.225 0.24
```

The HOMO energy is -8.42 eV. The SMILES is C1=C\C/C=C\O\C=C/1.



Entry two
C7H8O in the gas phase. Source: OMol25; level of theory: wB97M-V/def2-TZVPD.

XYZ file:
```
16
Properties=species:S:1:pos:R:3:nbo_charge:R:1
O -1.209 -0.886 -1.184 -0.50
C 1.040 1.140 1.716 -0.24
C 1.579 0.921 0.472 -0.19
C -0.550 -1.325 -2.336 -0.25
C -0.273 0.662 1.978 -0.18
C 0.914 0.222 -0.463 -0.29
C -0.379 -0.207 -0.246 0.29
C -0.979 -0.092 1.008 -0.24
H 0.229 -1.947 -2.400 0.18
H 1.352 0.099 -1.610 0.22
H -0.614 0.709 2.986 0.21
H -1.837 -0.564 1.096 0.21
H 1.554 1.639 2.444 0.21
H -0.174 -0.438 -3.132 0.15
H 2.545 1.362 0.260 0.21
H -1.492 -1.697 -2.951 0.20
```

The HOMO energy is -8.74 eV. The SMILES is COc1ccccc1.



Entry three
A molecular structure, C7H8O. Source: OMol25; level of theory: wB97M-V/def2-TZVPD.

XYZ file:
```
16
Properties=species:S:1:pos:R:3:nbo_charge:R:1
O 1.155 0.077 -0.550 -0.51
C 0.050 2.352 0.646 -0.40
C -0.391 1.146 0.819 -0.23
C -0.837 -0.601 -0.842 -0.42
C 0.374 -1.335 1.193 0.03
C 0.837 -2.507 1.540 -0.21
C 0.351 -0.367 -1.743 -0.07
C 0.117 -0.168 0.354 0.08
H -0.911 3.178 1.148 0.23
H 0.371 0.487 -2.539 0.18
H 0.912 -3.086 2.337 0.21
H 1.361 2.488 0.502 0.25
H -1.587 1.288 1.263 0.20
H -1.816 -0.058 -0.944 0.24
H -0.918 -1.767 -0.880 0.23
H 0.930 -1.127 -2.303 0.20
```

The HOMO energy is -9.65 eV.



Most favorable structure: entry two. The second most favorable one is 363.0 kJ/mol above it.